Record 1
Molecular formula: C5H10O2
Method: DFT, ωB97M-V with the def2-TZVPD basis set

E_HOMO = -9.38 eV
max |F| = 0.5 eV/Å
Kohn-Sham gap = 9.98 eV
SMILES = C1=CC1.C=O.CO
energy above the lowest of the compared OMol25 structures with the same formula, charge and spin = 5.114 eV
DFT total energy = -346.83749 hartree
M = 102.13 g mol⁻¹
total charge = 0

CARTESIAN COORDINATES (ANGSTROEM)
C -0.09885 -1.53862 0.60878
C -1.38758 -1.58367 0.52177
C -0.84359 -0.91420 1.75000
H 0.87244 -1.74474 0.19502
H -2.26479 -1.91765 -0.00958
H -0.87576 -1.42708 2.71424
H -0.87898 0.17841 1.85419
C -1.65258 0.87653 -0.90450
O -1.14345 0.84300 -2.00078
H -2.72268 0.64247 -0.75293
H -1.08786 1.16438 -0.00089
C 2.29885 1.00741 -0.46557
O 1.38793 0.10850 -1.05044
H 3.24432 1.03497 -1.02444
H 2.51766 0.66600 0.55394
H 1.90545 2.03016 -0.39990
H 0.72947 0.57413 -1.58891



Record 2
Molecular formula: C6H22O7
Method: DFT, ωB97M-V with the def2-TZVPD basis set

E_HOMO (spin up / spin down) = -14.71 / -14.56 eV
max |F| = 5.0 eV/Å
multiplicity = 2
Kohn-Sham gap (spin up / spin down) = 11.89 / 4.13 eV
<S²> = 0.755
energy above the lowest of the compared OMol25 structures with the same formula, charge and spin = 0.620 eV
DFT total energy = -768.12407 hartree
M = 206.23 g mol⁻¹
total charge = +1

CARTESIAN COORDINATES (ANGSTROEM)
O -2.74214 0.01194 0.41476
C -1.92787 0.91546 0.43563
O -1.78957 1.61170 1.59864
C -1.07383 1.42558 -0.66086
C 0.36102 1.66380 -0.21683
C 1.11487 0.36167 0.02217
C 2.59558 0.58193 0.39206
C 3.42746 0.88123 -0.83106
H -2.48737 1.36008 2.30389
H -1.02643 0.72346 -1.51547
H -1.49576 2.39402 -1.09202
H 0.39151 2.34867 0.73057
H 0.91520 2.25226 -1.00444
H 1.04892 -0.31217 -0.82045
H 0.59548 -0.24799 0.82594
H 2.70916 1.41602 1.12647
H 2.99354 -0.32333 0.87906
H 4.49078 1.15638 -0.56823
H 3.04416 1.67990 -1.37260
H 3.49952 0.00765 -1.48232
H -1.51010 -1.16672 -2.73888
H -0.12786 -1.21836 -3.13964
O -0.89677 -0.70496 -3.28496
H -0.18909 -2.43240 0.36508
H -0.86146 -2.38635 -0.93638
O -0.01778 -2.46474 -0.57046
H -2.69880 -1.21855 -0.76422
H -3.30939 -2.38892 -1.58629
O -2.48696 -1.88835 -1.47375
H 0.89346 0.35228 2.99801
H -0.42856 0.82265 2.56509
O -0.04221 0.19821 3.09820
H -1.69011 -1.96384 1.86117
H -0.46814 -1.34047 2.46058
O -0.81042 -2.10774 1.98154



Record 3
Molecular formula: C41H50NO5P
Method: DFT, ωB97M-V with the def2-TZVPD basis set

E_HOMO = -9.24 eV
max |F| = 7.0 eV/Å
Kohn-Sham gap = 9.74 eV
SMILES = CCO[P@@](=O)(OO)OCCCN.c1ccccc1.c1ccccc1.c1ccccc1.c1ccccc1.c1ccccc1.c1ccccc1
energy above the lowest of the compared OMol25 structures with the same formula, charge and spin = 4.345 eV
DFT total energy = -2364.42612 hartree
M = 667.83 g mol⁻¹
total charge = 0

CARTESIAN COORDINATES (ANGSTROEM)
C 5.90019 3.35967 -0.00431
C 6.31567 2.47790 -1.36224
O 7.32416 1.44730 -1.04866
P 6.53270 -0.10273 -0.69234
O 6.10926 -0.69517 -2.09493
O 7.78976 -1.05748 0.12202
O 8.06297 -1.99325 -0.74241
O 5.21900 0.23949 0.39688
C 4.19744 -0.81741 0.40268
C 2.72694 -0.02350 0.46823
C 1.98845 0.07449 -0.99341
N 2.86467 0.72058 -2.05056
H 4.75792 3.09410 0.21011
H 6.09528 4.50748 -0.12589
H 6.52010 2.86257 0.87798
H 6.85062 3.26879 -2.07726
H 5.37505 2.06547 -1.92337
H 9.05164 -2.15993 -0.80960
H 4.26324 -1.58283 -0.47926
H 4.27340 -1.45384 1.40637
H 2.90966 1.03649 0.98572
H 2.04845 -0.64424 1.19947
H 0.99480 0.72330 -0.86572
H 1.72229 -1.02659 -1.36940
H 3.62512 0.07603 -2.35942
H 3.22125 1.65818 -1.75770
C 1.03696 -4.12469 2.28202
C 2.14519 -3.71998 1.53848
C 3.40207 -4.26062 1.80815
C 3.55183 -5.20370 2.82520
C 2.44523 -5.60153 3.57494
C 1.18762 -5.06371 3.30283
H 0.05658 -3.70823 2.06721
H 2.02909 -2.98317 0.74758
H 4.26493 -3.94750 1.22619
H 4.53044 -5.62701 3.03383
H 2.56275 -6.33209 4.37158
H 0.32495 -5.37558 3.88562
C -0.26141 4.26995 -2.51798
C 0.69431 3.40902 -1.97927
C 1.40904 3.78331 -0.84180
C 1.17104 5.02155 -0.24485
C 0.22190 5.88642 -0.78899
C -0.49556 5.51061 -1.92429
H -0.82291 3.97521 -3.40034
H 0.88171 2.44514 -2.44584
H 2.15138 3.11065 -0.42025
H 1.72586 5.31237 0.64283
H 0.04046 6.85398 -0.32742
H -1.23684 6.18372 -2.34683
C -3.00713 -1.48986 -1.30206
C -1.93955 -0.60028 -1.18480
C -2.16919 0.77472 -1.22228
C -3.46711 1.26078 -1.38154
C -4.53362 0.37114 -1.50814
C -4.30450 -1.00389 -1.46689
H -2.82868 -2.56110 -1.26608
H -0.92775 -0.97893 -1.06326
H -1.33733 1.46772 -1.12743
H -3.64666 2.33197 -1.40818
H -5.54454 0.74966 -1.63823
H -5.13600 -1.69702 -1.56320
C -8.29147 -1.32806 -1.96442
C -9.57096 -1.03429 -2.43497
C -10.62310 -0.86253 -1.53593
C -10.39662 -0.98892 -0.16518
C -9.11905 -1.29188 0.30489
C -8.06605 -1.45995 -0.59390
H -7.47049 -1.45520 -2.66480
H -9.74814 -0.93829 -3.50328
H -11.61942 -0.63022 -1.90284
H -11.21556 -0.85262 0.53564
H -8.94353 -1.39631 1.37280
H -7.07003 -1.69372 -0.22729
C -10.77578 -1.79957 4.69725
C -11.29505 -1.26257 5.87487
C -12.63934 -0.89779 5.94253
C -13.46431 -1.06606 4.83017
C -12.94285 -1.59442 3.64955
C -11.59942 -1.96273 3.58302
H -9.72990 -2.08995 4.64698
H -10.65169 -1.12900 6.74098
H -13.04448 -0.48249 6.86157
H -14.51227 -0.78437 4.88337
H -13.58418 -1.72012 2.78062
H -11.19376 -2.37664 2.66365
C 10.13139 1.98883 -2.33770
C 11.20647 2.57316 -3.00671
C 12.46157 1.96610 -2.97532
C 12.64297 0.77582 -2.27065
C 11.57005 0.19636 -1.59389
C 10.31401 0.80139 -1.62837
H 9.15202 2.45854 -2.36793
H 11.06587 3.50206 -3.55376
H 13.29840 2.42000 -3.49967
H 13.62005 0.30127 -2.24814
H 11.71256 -0.72815 -1.03970
H 9.47745 0.34846 -1.10288